# 1
Formula: C5H8N2
Source: OMol25
Level of theory: ωB97M-V with the def2-TZVPD basis set

Structure (ORCA input):
```
! RIJCOSX wB97M-V def2-TZVPD def2/J DEFGRID3
* xyz 0 1
C 2.9261 -0.3443 0.1724
N 1.4902 -0.2513 0.0502
C 1.0133 0.9016 -0.2037
C -0.4064 1.1468 -0.3908
C -1.0789 0.0212 -0.3464
C -2.9989 -0.8211 0.2947
N -1.6837 -1.0229 -0.2858
H 3.4386 0.6167 0.0028
H 3.3135 -1.0796 -0.5414
H 3.1834 -0.7014 1.1755
H 1.6249 1.7804 -0.3998
H -0.8541 2.0810 -0.6937
H -3.6205 -0.3284 -0.4741
H -3.0171 -0.1765 1.1952
H -3.3304 -1.8222 0.4450
*
```

Its max |F| is 2.01 eV Å⁻¹. As for the SMILES: CN=C=C/C=N/C. The value obtained for the HOMO energy is -8.2 eV. As for the energy above the lowest of the compared OMol25 structures with the same formula, charge and spin: 71.3 kcal/mol. The total energy is -8291.90373 eV.

Electronic structure analysis, Löwdin charges in units of e:
1 C -0.152
2 N -0.033
3 C -0.230
4 C -0.069
5 C -0.150
6 C -0.107
7 N 0.073
8 H 0.068
9 H 0.071
10 H 0.072
11 H 0.109
12 H 0.101
13 H 0.090
14 H 0.095
15 H 0.061



# 2
Formula: C4H8Cl2
Source: OMol25
Level of theory: ωB97M-V with the def2-TZVPD basis set

Structure (ORCA input):
```
! RIJCOSX wB97M-V def2-TZVPD def2/J DEFGRID3
* xyz 0 1
C -0.3400 -0.8790 1.1183
C 1.0950 0.7938 -0.1372
C -1.2233 -0.1259 -1.0905
C -0.3886 0.2731 0.1845
Cl -0.2100 -0.9905 -2.3148
Cl -1.2814 1.6158 0.9282
H -1.3688 -1.0986 1.2318
H 0.2203 -0.6036 2.0439
H 0.1742 -1.8034 0.7220
H 0.9324 1.6887 -0.8678
H 1.8394 0.1016 -0.4774
H 1.5293 1.2213 0.7405
H -1.8437 -0.8551 -0.7745
H -1.6287 0.9055 -1.3342
*
```

Its max |F| is 4.86 eV Å⁻¹. As for the SMILES: CC(C)(Cl)CCl. The value obtained for the HOMO energy is -10.7 eV. As for the energy above the lowest of the compared OMol25 structures with the same formula, charge and spin: 22.0 kcal/mol. The total energy is -29322.16186 eV.

Electronic structure analysis, Löwdin charges in units of e:
1 C -0.147
2 C -0.124
3 C -0.555
4 C -0.977
5 Cl 0.558
6 Cl 0.676
7 H 0.056
8 H 0.099
9 H 0.110
10 H 0.108
11 H 0.053
12 H 0.050
13 H 0.011
14 H 0.082



# 3
Formula: C4H9NO2
Source: OMol25
Level of theory: ωB97M-V with the def2-TZVPD basis set

Structure (ORCA input):
```
! RIJCOSX wB97M-V def2-TZVPD def2/J DEFGRID3
* xyz 0 1
C 0.5954 0.0249 -2.3482
N 0.6020 0.3474 -0.9427
C -0.4697 0.4995 -0.2915
O -1.1601 -2.0456 0.7100
C -0.3999 -1.7485 1.5994
C -0.3246 1.0923 1.0956
O 1.0253 1.2125 1.4319
H 0.9984 0.9024 -2.8650
H 1.2768 -0.8065 -2.5514
H -0.3988 -0.2036 -2.7565
H -1.4739 0.3044 -0.6896
H -0.6805 -1.8579 2.6652
H 0.5989 -1.3125 1.4077
H -0.8393 2.0666 1.0725
H -0.8408 0.5084 1.8703
H 1.4909 1.0161 0.5926
*
```

Its max |F| is 0.55 eV Å⁻¹. As for the SMILES: C/N=C/CO.C=O. The value obtained for the HOMO energy is -10.1 eV. As for the energy above the lowest of the compared OMol25 structures with the same formula, charge and spin: 66.2 kcal/mol. The total energy is -9877.19132 eV.

Electronic structure analysis, Löwdin charges in units of e:
1 C -0.112
2 N -0.034
3 C -0.170
4 O -0.012
5 C -0.155
6 C -0.278
7 O -0.079
8 H 0.081
9 H 0.078
10 H 0.079
11 H 0.131
12 H 0.094
13 H 0.086
14 H 0.124
15 H 0.098
16 H 0.069



# 4
Formula: C38H62MnN2O3
Source: OMol25
Level of theory: ωB97M-V with the def2-TZVPD basis set

Structure (ORCA input):
```
! RIJCOSX wB97M-V def2-TZVPD def2/J DEFGRID3
* xyz 1 5
Mn -0.2402 -0.0465 -1.8545
C 1.1550 -0.9299 -4.4567
N 0.4723 0.2593 -3.9107
C -0.6384 0.6545 -4.8034
C 1.4272 1.3725 -3.7543
C 2.1758 1.2887 -2.4365
N 1.2411 1.3475 -1.2972
C 1.8946 0.9130 -0.0433
C 2.2262 -0.5596 0.1538
C 2.9862 -0.8111 1.2858
C 3.3136 -2.0986 1.6800
C 2.9033 -3.1223 0.8383
C 2.1671 -2.9340 -0.3339
C 1.7824 -1.6244 -0.6439
O 0.9615 -1.3791 -1.7110
C 1.8848 -4.2028 -1.1751
C 3.2374 -4.8701 -1.4972
C 1.0235 -5.1903 -0.3686
C 1.1884 -3.9753 -2.5206
C 4.0781 -2.3386 2.9827
C 3.2311 -1.8331 4.1608
C 4.3738 -3.8214 3.2034
C 5.4082 -1.5744 2.9500
C 0.6975 2.7232 -1.1048
C -0.6452 2.7904 -0.4286
C -0.8217 3.6018 0.6844
C -2.0787 3.7638 1.2524
C -3.1339 3.0976 0.6364
C -3.0111 2.2665 -0.4783
C -1.7273 2.1169 -0.9993
O -1.4565 1.2654 -2.0345
C -4.2956 1.6218 -1.0404
C -4.0779 0.7159 -2.2577
C -5.2549 2.7486 -1.4699
C -4.9714 0.7646 0.0441
C -2.3325 4.6145 2.4984
C -1.0605 5.3164 2.9734
C -3.3903 5.6842 2.1911
C -2.8430 3.7092 3.6294
H 1.5089 -0.7213 -5.4697
H 1.9948 -1.2008 -3.8241
H 0.4677 -1.7737 -4.4847
H -0.2582 0.9357 -5.7895
H -1.3239 -0.1835 -4.9222
H -1.1786 1.4892 -4.3642
H 2.1434 1.3760 -4.5785
H 0.8634 2.3000 -3.8162
H 2.7168 0.3458 -2.3644
H 2.9047 2.1003 -2.3684
H 2.8257 1.4776 0.0529
H 1.2464 1.2442 0.7702
H 3.3070 0.0361 1.8882
H 3.1739 -4.1366 1.0976
H 3.7415 -5.2440 -0.6040
H 3.0776 -5.7202 -2.1656
H 3.9095 -4.1642 -1.9936
H 1.4143 -5.3493 0.6391
H -0.0086 -4.8354 -0.2806
H 0.9967 -6.1595 -0.8746
H 1.7885 -3.3459 -3.1807
H 1.0645 -4.9471 -3.0056
H 0.2032 -3.5239 -2.4178
H 2.2688 -2.3521 4.1940
H 3.7491 -2.0133 5.1071
H 3.0363 -0.7596 4.0835
H 3.4568 -4.4130 3.2742
H 4.9939 -4.2342 2.4027
H 4.9191 -3.9448 4.1410
H 5.2561 -0.4939 2.8845
H 5.9782 -1.7740 3.8611
H 6.0125 -1.8853 2.0940
H 1.4280 3.2964 -0.5300
H 0.6192 3.1935 -2.0817
H 0.0424 4.1093 1.1002
H -4.1243 3.2233 1.0593
H -3.6512 1.2583 -3.1033
H -3.4294 -0.1294 -2.0248
H -5.0499 0.3224 -2.5634
H -4.7796 3.3968 -2.2105
H -6.1560 2.3210 -1.9171
H -5.5635 3.3719 -0.6278
H -4.3574 -0.1105 0.2800
H -5.1450 1.3158 0.9699
H -5.9387 0.4052 -0.3170
H -0.6579 5.9867 2.2080
H -1.2890 5.9199 3.8548
H -0.2826 4.6012 3.2568
H -3.0693 6.3197 1.3615
H -4.3539 5.2427 1.9266
H -3.5460 6.3188 3.0673
H -2.0985 2.9478 3.8799
H -3.0432 4.2996 4.5278
H -3.7686 3.1993 3.3484
C -1.0693 -2.5670 1.4339
C -0.7394 -1.1709 1.9959
C -1.4909 -0.2402 1.0704
O -1.3417 -0.8734 -0.2356
C -1.4545 -2.3106 -0.0311
H -1.9053 -3.0153 1.9665
H -0.2159 -3.2382 1.5097
H 0.3304 -0.9833 1.9273
H -1.0484 -1.0488 3.0338
H -1.1178 0.7788 1.0125
H -2.5544 -0.2081 1.3095
H -0.7947 -2.7927 -0.7467
H -2.4838 -2.5945 -0.2405
*
```

Its max |F| is 0.89 eV Å⁻¹. The value obtained for the HOMO energy (spin up / spin down) is -10.6 / -10.8 eV. As for the energy above the lowest of the compared OMol25 structures with the same formula, charge and spin: 0.0 kcal/mol. The total energy is -80852.53676 eV.

Löwdin atomic charge list, values in e, 99 entries:
1 Mn 1.069
2 C -0.062
3 N -0.305
4 C -0.055
5 C -0.152
6 C -0.130
7 N -0.198
8 C -0.095
9 C -0.133
10 C -0.004
11 C -0.154
12 C 0.021
13 C -0.077
14 C -0.225
15 O -0.250
16 C -0.514
17 C -0.040
18 C -0.035
19 C -0.057
20 C -0.557
21 C -0.043
22 C -0.061
23 C -0.043
24 C -0.087
25 C -0.154
26 C 0.023
27 C -0.150
28 C 0.024
29 C -0.084
30 C -0.252
31 O -0.227
32 C -0.515
33 C -0.054
34 C -0.036
35 C -0.034
36 C -0.559
37 C -0.066
38 C -0.041
39 C -0.041
40 H 0.105
41 H 0.080
42 H 0.096
43 H 0.104
44 H 0.101
45 H 0.082
46 H 0.141
47 H 0.118
48 H 0.129
49 H 0.146
50 H 0.141
51 H 0.133
52 H 0.126
53 H 0.096
54 H 0.081
55 H 0.089
56 H 0.096
57 H 0.084
58 H 0.073
59 H 0.094
60 H 0.074
61 H 0.095
62 H 0.066
63 H 0.087
64 H 0.090
65 H 0.079
66 H 0.089
67 H 0.091
68 H 0.090
69 H 0.078
70 H 0.090
71 H 0.094
72 H 0.136
73 H 0.129
74 H 0.113
75 H 0.108
76 H 0.085
77 H 0.070
78 H 0.092
79 H 0.095
80 H 0.090
81 H 0.081
82 H 0.070
83 H 0.082
84 H 0.094
85 H 0.091
86 H 0.090
87 H 0.086
88 H 0.094
89 H 0.079
90 H 0.090
91 H 0.087
92 H 0.090
93 H 0.080
94 C -0.112
95 C -0.116
96 C -0.128
97 O -0.223
98 C -0.122
99 H 0.118



# 5
Formula: CH3IO2
Source: OMol25
Level of theory: ωB97M-V with the def2-TZVPD basis set

Structure (ORCA input):
```
! RIJCOSX wB97M-V def2-TZVPD def2/J DEFGRID3
* xyz 0 1
C 0.2685 -0.1946 -0.4831
O -0.2028 1.0061 -0.1396
O -0.2237 -1.2872 0.1380
I 2.5674 -0.0925 -0.0537
H 0.2335 -0.4590 -1.5032
H -0.2666 1.6927 -0.8824
H -0.0766 -1.0658 1.0118
*
```

Its max |F| is 3.67 eV Å⁻¹. As for the SMILES: OC(O)I. The value obtained for the HOMO energy is -9.2 eV. As for the energy above the lowest of the compared OMol25 structures with the same formula, charge and spin: 17.6 kcal/mol. The total energy is -13280.48211 eV.

Electronic structure analysis, Löwdin charges in units of e:
1 C -0.795
2 O -0.056
3 O 0.007
4 I 0.546
5 H 0.084
6 H 0.165
7 H 0.049